Formula: C19H39F2NO7Si
Source: the OMol25 dataset
Level of theory: the ωB97M-V functional and the def2-TZVPD basis

Computed properties:
* orbital gap: 9.0963 eV
* maximum force: 5.94 eV Å⁻¹
* highest occupied orbital energy: -8.57 eV

Positions of all 69 atoms, in Å:
C1 -1.50310 2.23002 -5.22420
Si1 -1.53250 0.88837 -3.81478
C2 0.26353 0.87513 -3.10150
C3 -2.81105 1.50931 -2.53305
C4 -3.16145 0.47792 -1.35181
C5 -2.25856 0.69734 -0.01824
F1 -1.00361 0.08272 -0.28683
F2 -2.89425 -0.11060 0.99789
O1 -2.19666 2.08171 0.30829
C6 -1.15905 2.39496 1.24361
O2 0.01734 2.54155 0.80909
O3 -1.34318 2.63177 2.63026
C7 -1.75964 1.43482 3.34881
C8 -0.78035 0.17808 3.20951
C9 0.57070 0.27359 4.07237
N1 1.04026 -1.15922 4.25920
C10 -1.97753 -0.75910 -4.67520
C11 -3.12429 -1.73006 -4.29438
C12 -3.32168 -3.07245 -5.09106
C13 -2.40879 -3.50012 -6.28478
C14 -1.29308 -2.50793 -6.69661
C15 -1.08084 -1.16709 -5.90574
H1 -1.29538 3.27318 -4.80174
H2 -0.68171 2.00657 -6.00961
H3 -2.53365 2.24753 -5.75303
H4 0.40049 -0.07768 -2.48941
H5 0.35522 1.83651 -2.46370
H6 0.99799 0.87779 -3.98643
H7 -3.80630 1.70552 -3.09512
H8 -2.46117 2.54336 -2.17535
H9 -4.24134 0.64710 -1.02116
H10 -2.95995 -0.62004 -1.65138
H11 -2.86303 1.16946 3.11688
H12 -1.76350 1.72273 4.47873
H13 -0.49397 -0.10257 2.14135
H14 -1.36340 -0.73240 3.62773
H15 0.34169 0.67733 5.11566
H16 1.41945 0.80211 3.52842
H17 2.05961 -1.17406 4.44833
H18 0.56417 -1.59702 5.05914
H19 -3.82868 -1.47835 -3.43906
H20 -4.14391 -3.83118 -4.81110
H21 -2.52509 -4.48099 -6.86255
H22 -0.60621 -2.74573 -7.58873
H23 -0.22429 -0.51124 -6.29818
C16 4.70347 1.58046 3.90900
O4 3.61622 0.71528 4.21479
H24 4.40702 2.24509 3.09729
H25 4.95817 2.17558 4.78891
H26 5.56585 0.99052 3.59567
H27 3.90450 0.13950 4.93423
C17 8.68366 2.99414 3.38202
O5 7.60161 2.17851 3.80786
H28 8.28687 3.93986 3.01243
H29 9.35337 3.18766 4.22378
H30 9.22963 2.49291 2.57880
H31 7.97906 1.34976 4.12952
C18 -1.27176 -6.67795 -4.64042
O6 -1.98170 -6.94632 -5.84056
H32 -1.96154 -6.25850 -3.90786
H33 -0.84782 -7.60565 -4.24754
H34 -0.47409 -5.95792 -4.83962
H35 -1.34842 -7.31535 -6.46915
C19 -1.09647 2.07862 7.33085
O7 -1.70474 0.97899 6.66793
H36 -1.42091 3.00227 6.85078
H37 -1.40087 2.09061 8.38033
H38 -0.00878 1.99688 7.25910
H39 -1.40159 0.17641 7.11134

From a natural (NBO) analysis of the wavefunction, the atomic charges in e read: C -1.1103; Si 1.6457; C -1.1146; C -0.9010; C -0.4530; C 0.9156; F -0.3429; F -0.3616; O -0.5302; C 0.9723; O -0.5268; O -0.5131; C -0.1087; C -0.4554; C -0.2313; N -0.8552; C -0.5006; C -0.2140; C -0.2240; C -0.2278; C -0.2284; C -0.2044; H 0.2368; H 0.2361; H 0.2378; H 0.2505; H 0.2538; H 0.2384; H 0.2474; H 0.2623; H 0.2339; H 0.2372; H 0.1961; H 0.2286; H 0.2303; H 0.2190; H 0.1701; H 0.2370; H 0.3583; H 0.3417; H 0.2202; H 0.2261; H 0.2484; H 0.2230; H 0.2223; C -0.2409; O -0.7381; H 0.1885; H 0.1652; H 0.1697; H 0.4582; C -0.2462; O -0.7270; H 0.1861; H 0.1624; H 0.1637; H 0.4627; C -0.2482; O -0.7274; H 0.1868; H 0.1619; H 0.1679; H 0.4627; C -0.2521; O -0.7291; H 0.1884; H 0.1667; H 0.1665; H 0.4663

=====

Formula: C19H39NO8S2
Source: the OMol25 dataset
Level of theory: the ωB97M-V functional and the def2-TZVPD basis

Computed properties:
* orbital gap: 9.5226 eV
* maximum force: 0.86 eV Å⁻¹
* highest occupied orbital energy: -9.30 eV

Positions of all 69 atoms, in Å:
C1 4.67801 -4.29972 -0.95229
C2 4.18611 -4.29635 -2.39420
O1 3.06306 -5.14031 -2.57923
C3 1.84485 -4.60410 -2.08695
C4 0.70569 -4.97415 -3.04262
C5 -0.04614 -6.23170 -2.60451
C6 -1.10077 -6.01522 -1.51949
C7 -2.18447 -4.96485 -1.87094
N1 -2.25460 -3.90389 -0.85024
C8 -1.46171 -2.70607 -1.13573
C9 -1.82539 -1.90068 -2.38185
C10 -0.64516 -1.03934 -2.83746
O2 -0.50650 0.13807 -2.04285
C11 -3.58344 -3.59163 -0.48107
O3 -4.43513 -3.09049 -1.18544
O4 -3.82058 -3.92996 0.80935
H1 4.79296 -5.33510 -0.63666
H2 3.98260 -3.77760 -0.29875
H3 5.65435 -3.81900 -0.89122
H4 3.93713 -3.28432 -2.72552
H5 4.96966 -4.69818 -3.03448
H6 1.93111 -3.52141 -1.95345
H7 1.64959 -5.03532 -1.09856
H8 0.05426 -4.10735 -3.15336
H9 1.16998 -5.16072 -4.00945
H10 -0.53468 -6.67037 -3.47668
H11 0.69544 -6.94439 -2.24054
H12 -1.60846 -6.95917 -1.31993
H13 -0.64276 -5.70950 -0.57754
H14 -1.95521 -4.56161 -2.85639
H15 -3.15655 -5.44988 -1.90683
H16 -0.41627 -3.01982 -1.15656
H17 -1.55606 -2.04870 -0.26750
H18 -2.65488 -1.22594 -2.18352
H19 -2.11189 -2.53539 -3.22007
H20 0.27422 -1.63025 -2.74771
H21 -0.72918 -0.75872 -3.88402
H22 0.04123 -0.08789 -1.29283
H23 -4.68868 -3.57882 1.04124
O5 -0.11676 2.81181 1.21172
S1 -1.23864 3.71539 1.16541
O6 -1.06977 5.11886 1.45545
C12 -2.07462 3.52320 -0.40336
C13 -3.09190 2.41793 -0.14798
C14 -3.71371 2.71956 1.22231
C15 -2.56158 3.04381 2.18243
H24 -1.34276 3.27716 -1.16949
H25 -2.55951 4.47122 -0.63443
H26 -3.84363 2.37975 -0.93428
H27 -2.58223 1.45232 -0.12385
H28 -4.38016 3.58012 1.13916
H29 -4.30440 1.88325 1.59256
H30 -2.83297 3.78294 2.93155
H31 -2.17265 2.15042 2.66682
O7 4.82007 6.65212 4.32693
S2 3.70401 7.56311 4.28546
O8 3.88327 8.96187 4.58211
C16 2.86661 7.37644 2.71558
C17 1.83860 6.27678 2.96328
C18 1.22325 6.58167 4.33461
C19 2.37693 6.89273 5.29774
H32 3.59799 7.13356 1.94867
H33 2.38661 8.32772 2.48775
H34 1.08325 6.24824 2.18117
H35 2.33341 5.30349 2.98681
H36 0.56554 7.44924 4.25352
H37 0.62308 5.74969 4.69948
H38 2.11130 7.63062 6.05013
H39 2.75960 5.99481 5.77860

From a natural (NBO) analysis of the wavefunction, the atomic charges in e read: C -0.6394; C -0.0539; O -0.5457; C -0.0703; C -0.4228; C -0.3999; C -0.4149; C -0.2154; N -0.5198; C -0.2122; C -0.4597; C -0.0565; O -0.7282; C 0.9103; O -0.6024; O -0.6643; H 0.2147; H 0.2025; H 0.2133; H 0.1574; H 0.1861; H 0.1604; H 0.1683; H 0.1907; H 0.2292; H 0.2015; H 0.2149; H 0.2114; H 0.2128; H 0.1843; H 0.2115; H 0.1956; H 0.2060; H 0.2271; H 0.2122; H 0.1520; H 0.1833; H 0.4697; H 0.4916; O -0.9450; S 2.1700; O -0.9531; C -0.6735; C -0.4074; C -0.4018; C -0.6759; H 0.2659; H 0.2391; H 0.2291; H 0.2213; H 0.2097; H 0.2253; H 0.2514; H 0.2465; O -0.9466; S 2.1696; O -0.9444; C -0.6718; C -0.4145; C -0.3991; C -0.6770; H 0.2541; H 0.2371; H 0.2498; H 0.2152; H 0.2080; H 0.2232; H 0.2489; H 0.2447

=====

Formula: C19H40BNO20PS5
Source: the OMol25 dataset
Level of theory: the ωB97M-V functional and the def2-TZVPD basis

Computed properties:
* orbital gap (spin up / spin down): 8.0359 / 9.3283 eV
* maximum force: 0.51 eV Å⁻¹
* ⟨S²⟩: 0.75
* highest occupied orbital energy (spin up / spin down): -8.24 / -9.54 eV
* 2S+1: 2

Positions of all 87 atoms, in Å:
C1 0.76776 2.83094 -4.21413
C2 -0.09817 1.71358 -4.87667
B1 0.20701 0.35744 -4.13168
O1 1.38347 -0.31840 -4.42814
C3 -0.77676 -0.28324 -3.01062
P1 -1.93120 -1.27213 -4.01698
O2 -2.77571 -0.22157 -4.91783
O3 -3.03862 -1.79205 -2.94298
S1 -1.14371 -2.66055 -5.07923
C4 -0.04919 -1.33176 -2.12596
C5 0.55227 -0.74150 -0.85312
C6 1.61486 0.32655 -1.12028
C7 1.14704 -1.86832 -0.01384
N1 -0.58022 -0.14877 -0.10167
O4 -0.46156 -0.08656 1.16671
C8 -1.40941 0.94130 -0.68391
C9 -2.76796 0.84463 0.01282
C10 -0.76657 2.30153 -0.32173
C11 -1.60369 0.78340 -2.22085
H1 1.24985 3.45353 -4.97068
H2 1.57053 2.43213 -3.58598
H3 0.15715 3.48358 -3.58233
H4 0.18301 1.62657 -5.93084
H5 -1.15391 2.00199 -4.83965
H6 1.29454 -0.96264 -5.14056
H7 -3.02539 0.58989 -4.45729
H8 -3.94432 -1.56131 -3.17724
H9 -0.74510 -2.11956 -1.80288
H10 0.73627 -1.81207 -2.71208
H11 2.08550 0.63015 -0.18153
H12 1.22380 1.19736 -1.64339
H13 2.39839 -0.11203 -1.75008
H14 1.68418 -2.56022 -0.67047
H15 1.83900 -1.48732 0.73875
H16 0.35203 -2.42957 0.48256
H17 -3.15034 -0.18029 -0.03853
H18 -3.47948 1.51630 -0.48122
H19 -2.68078 1.13639 1.06140
H20 -1.54902 3.06253 -0.21054
H21 -0.25619 2.21604 0.63843
H22 -0.07356 2.66938 -1.07857
H23 -1.41929 1.76936 -2.65924
H24 -2.67605 0.59352 -2.36468
C12 6.36831 2.86205 1.82152
C13 4.92544 3.32401 1.71037
O5 4.52722 2.82585 0.41931
S2 5.21748 1.41967 0.13954
O6 4.34361 0.36443 0.51749
O7 5.78756 1.45411 -1.15958
O8 6.35069 1.53784 1.25614
H25 7.04458 3.48858 1.23878
H26 6.71571 2.77969 2.84755
H27 4.80958 4.40300 1.69935
H28 4.28699 2.88965 2.47879
C14 -0.30165 2.87473 4.33669
C15 -0.83037 4.29262 4.45571
O9 0.27120 5.10767 4.00722
S3 1.04377 4.35089 2.83760
O10 0.57205 4.78867 1.57037
O11 2.43639 4.39092 3.12805
O12 0.45461 2.90643 3.11216
H29 0.36027 2.60557 5.15850
H30 -1.07109 2.11876 4.22386
H31 -1.06792 4.57924 5.47618
H32 -1.68751 4.46699 3.80342
C16 -0.82293 -3.33723 3.57767
C17 -1.68020 -2.32322 2.85095
O13 -2.25946 -1.55685 3.93037
S4 -1.17244 -1.36368 5.07157
O14 -0.43316 -0.17295 4.82143
O15 -1.79775 -1.56890 6.33009
O16 -0.25154 -2.59556 4.67909
H33 -1.41982 -4.15411 3.98140
H34 -0.00828 -3.73517 2.97949
H35 -2.49033 -2.78341 2.29219
H36 -1.09949 -1.65189 2.21709
C18 -2.66428 -4.54856 -1.25057
C19 -3.24395 -5.92735 -0.98626
O17 -2.16752 -6.62468 -0.33448
S5 -1.32282 -5.62139 0.56567
O18 -1.74508 -5.68475 1.92320
O19 0.04829 -5.76316 0.23509
O20 -1.91143 -4.27288 -0.05488
H37 -1.99144 -4.53609 -2.10839
H38 -3.41937 -3.77440 -1.35389
H39 -3.49001 -6.47354 -1.89212
H40 -4.10433 -5.88987 -0.31702

From a Löwdin analysis of the wavefunction, the atomic charges in e read: C -0.0839; C -0.1364; B -0.5293; O 0.1071; C -0.3454; P 0.2373; O -0.1882; O -0.2065; S 0.3811; C -0.1210; C -0.4542; C 0.0144; C 0.0021; N -0.1175; O -0.0334; C -0.4358; C -0.0275; C -0.0128; C -0.0733; H 0.0747; H 0.0677; H 0.0702; H 0.1094; H 0.0826; H 0.0965; H 0.0734; H 0.0874; H 0.1085; H 0.1170; H 0.0807; H 0.0641; H 0.1122; H 0.1036; H 0.0929; H 0.0699; H 0.0894; H 0.0908; H 0.0854; H 0.0966; H 0.0704; H 0.0709; H 0.1069; H 0.0903; C -0.1445; C -0.1605; O -0.1881; S 0.5869; O -0.2308; O -0.2166; O -0.1882; H 0.1330; H 0.1353; H 0.1336; H 0.1196; C -0.1470; C -0.1427; O -0.1864; S 0.5886; O -0.2213; O -0.2292; O -0.1911; H 0.1366; H 0.1200; H 0.1362; H 0.1337; C -0.1503; C -0.1532; O -0.1846; S 0.5898; O -0.2317; O -0.2204; O -0.1781; H 0.1246; H 0.1310; H 0.1288; H 0.0895; C -0.1540; C -0.1410; O -0.1812; S 0.5856; O -0.2219; O -0.2075; O -0.2134; H 0.1283; H 0.1213; H 0.1382; H 0.1348

=====

Q: Which of these has the highest maximum force?
A: C19H39F2NO7Si